# 1
The following is a quantum chemistry calculation of C32H47Cl3HgN3O3SSi as an isolated structure at a distorted geometry, from OMol25.

The total charge is -1. As for the HOMO energy: -0.17740 Eh. The calculation puts the maximum force at 2.0 eV/Å.

Geometry (Å):
1 C 2.41221 -2.42530 -7.00924
2 C 1.90897 -1.53690 -8.10133
3 H 2.19957 -3.47299 -7.24198
4 H 1.95674 -2.20293 -6.03590
5 H 3.49920 -2.30060 -6.90771
6 C 1.76371 -1.94139 -9.37474
7 C 2.03313 -3.32129 -9.86329
8 H 1.43968 -1.24966 -10.15407
9 H 1.60456 -4.09426 -9.21630
10 H 3.10048 -3.53320 -9.98334
11 H 1.57057 -3.43426 -10.84949
12 Hg 1.73584 -0.40374 -1.86329
13 Cl 2.12807 1.38291 -0.43426
14 Cl 1.81849 -2.27522 -3.25151
15 C -0.38937 3.00921 -1.93970
16 O -0.96515 1.97058 -1.59282
17 N -0.94524 3.92998 -2.76693
18 C -2.31231 3.76550 -3.20950
19 C -0.16436 5.00061 -3.38167
20 H 0.63566 3.27633 -1.62590
21 H -2.86360 3.21019 -2.44227
22 H -2.36281 3.21113 -4.15923
23 H -2.73953 4.75933 -3.36429
24 H 0.74240 5.16270 -2.79186
25 H -0.77222 5.91654 -3.43090
26 H 0.13836 4.74988 -4.41813
27 H 0.24793 -4.38247 -1.58886
28 H -1.10227 -2.85360 -3.31667
29 C -0.75170 -4.56118 -1.16699
30 C -1.99214 -3.09853 -2.71685
31 N -1.60919 -3.40203 -1.35642
32 H -0.65528 -4.72642 -0.09650
33 C -1.84007 -2.49289 -0.37156
34 O -2.35738 -1.38463 -0.50031
35 H -2.69119 -2.25608 -2.70970
36 H -1.48137 -2.84895 0.61748
37 H -1.19753 -5.42805 -1.66847
38 H -2.45796 -3.99098 -3.15457
39 O 0.70564 -0.26596 -6.51188
40 C 1.56001 -0.12474 -7.64973
41 C -0.18619 0.46002 -9.42370
42 C 1.02682 0.74604 -8.78814
43 H -0.81289 -0.34768 -9.03227
44 C -0.58119 1.19975 -10.55208
45 H 2.48575 0.33629 -7.28024
46 C 1.83886 1.78084 -9.28066
47 H -1.56026 1.00877 -11.00011
48 C 0.26316 2.17345 -11.08390
49 C 1.46662 2.47138 -10.44081
50 H 2.76386 2.03280 -8.74961
51 H -0.01518 2.71220 -11.98816
52 H 2.11815 3.25543 -10.83525
53 Si -0.57313 0.62631 -5.85502
54 Cl 0.89790 -2.19989 0.41984
55 C -2.20225 0.11680 -6.62430
56 C -0.30021 2.44915 -6.19482
57 C -0.54145 0.15247 -4.07118
58 H -2.32412 0.46979 -7.65776
59 H -3.04503 0.53206 -6.05122
60 H -2.30870 -0.97624 -6.62868
61 H -0.33107 -0.92823 -3.98232
62 H -1.45853 0.38299 -3.51285
63 H 0.28554 0.70403 -3.58942
64 H -0.06473 2.63167 -7.25647
65 H 0.54627 2.83013 -5.60657
66 H -1.18843 3.05680 -5.96070
67 N -1.16021 0.67939 1.27268
68 S -1.01876 -0.45740 2.30367
69 C 0.45332 0.09273 3.20303
70 C 1.18240 -0.78285 4.01452
71 C 2.09380 -0.23319 4.92101
72 C 2.31024 1.15096 4.94391
73 C 1.69216 1.97938 4.00150
74 C 0.77439 1.43169 3.10154
75 C -2.27656 -0.07798 3.54338
76 C -2.54036 1.24833 3.84166
77 C -3.46718 1.56225 4.84537
78 C -4.14835 0.53260 5.50933
79 C -3.88326 -0.80798 5.18832
80 C -2.94546 -1.11878 4.19586
81 H -1.43764 0.32781 0.33527
82 H 1.02487 -1.85460 3.89885
83 H 2.63152 -0.88503 5.60949
84 H 2.97773 1.58800 5.69305
85 H 1.90558 3.04379 3.94497
86 H 0.28816 2.01284 2.32177
87 H -2.01036 2.01471 3.28470
88 H -3.65022 2.61104 5.09641
89 H -4.89208 0.78032 6.27679
90 H -4.40671 -1.61272 5.71226
91 H -2.70783 -2.14314 3.91571

# 2
The following is a quantum chemistry calculation of C32H47N5PtSi2 as an isolated structure, from OMol25.

The total charge is -2. As for the HOMO energy (alpha / beta): 0.00635 / -0.03523 Eh. Its spin multiplicity is 3. The calculation puts the maximum force at 0.5 eV/Å. The value obtained for the energy relative to the best compared isomer or geometry (same formula, charge and spin) is 0.0 kcal per mole.

Geometry (Å):
1 Pt 0.11942 -0.97886 0.85012
2 C -3.73683 5.00102 -3.61207
3 C -2.87124 4.26832 -2.62024
4 C -1.64894 4.77058 -2.18174
5 C -0.83426 4.08048 -1.30573
6 C -1.17571 2.79112 -0.77692
7 N -0.42403 2.08226 0.04389
8 C 0.65283 2.68974 0.63768
9 C 0.45025 3.49688 1.77324
10 C 1.47895 4.13311 2.44246
11 C 2.79509 3.99135 2.01617
12 C 3.94406 4.59284 2.78343
13 C 3.02420 3.18852 0.91021
14 C 1.99420 2.55184 0.22690
15 N 2.36138 1.77026 -0.90898
16 C 3.44160 1.97506 -1.70585
17 C 3.49770 0.92298 -2.58598
18 C 2.39248 0.11895 -2.23331
19 N 1.71763 0.64001 -1.22852
20 C -2.45217 2.31318 -1.22839
21 C -3.23743 3.02088 -2.11256
22 N -3.00567 1.11144 -0.69305
23 C -4.21389 1.03415 -0.08596
24 C -4.45243 -0.29404 0.17893
25 C -3.30741 -0.95108 -0.31439
26 N -2.44808 -0.09811 -0.84309
27 H -3.38759 6.02854 -3.73977
28 H -4.78127 5.04734 -3.28700
29 H -3.73058 4.53115 -4.60245
30 H -1.31888 5.74251 -2.54423
31 H 0.10457 4.52397 -0.99579
32 H -0.57460 3.60072 2.10945
33 H 1.26034 4.73706 3.31837
34 H 3.64865 5.52562 3.26867
35 H 4.79078 4.80532 2.12748
36 H 4.29585 3.91081 3.56344
37 H 4.04649 3.00313 0.59964
38 H 4.05556 2.85300 -1.60618
39 H 4.21862 0.76939 -3.37149
40 H 2.06291 -0.81730 -2.65562
41 H -4.18147 2.57298 -2.41263
42 H -4.77023 1.92761 0.14200
43 H -5.29786 -0.71927 0.69341
44 H -3.04625 -1.99663 -0.27374
45 C -2.05981 -2.44028 3.29494
46 Si -1.23954 -0.77313 3.64548
47 C -1.29294 -0.68247 5.55669
48 C -2.39971 0.60961 3.09837
49 C 0.40820 -0.45416 2.92322
50 Si 2.06145 -0.90189 3.54119
51 C 2.75257 -2.59452 3.08642
52 C 2.22941 -0.85253 5.44223
53 C 3.34708 0.33195 2.92131
54 H -3.13375 -2.36690 3.49840
55 H -1.64783 -3.23354 3.92803
56 H -1.91632 -2.71662 2.24980
57 H -2.32185 -0.76288 5.92562
58 H -0.88302 0.26818 5.91115
59 H -0.71050 -1.48836 6.01227
60 H -3.45604 0.35767 3.22891
61 H -2.22264 0.84342 2.04509
62 H -2.18853 1.51306 3.68184
63 H 0.43924 0.65317 2.87505
64 H 2.20706 -3.41536 3.56018
65 H 3.80104 -2.64904 3.40063
66 H 2.69993 -2.72608 2.00617
67 H 1.61547 -1.62985 5.90586
68 H 1.89736 0.11058 5.84059
69 H 3.26716 -1.01192 5.75435
70 H 3.52413 0.17721 1.85360
71 H 4.29941 0.22744 3.45245
72 H 2.99153 1.35778 3.04734
73 C 0.83292 -4.53188 -1.45034
74 C -0.07030 -3.98749 -0.32749
75 C -1.48504 -4.56023 -0.53962
76 C 0.46331 -4.49941 1.00925
77 C -0.12345 -2.48102 -0.38808
78 H 0.86724 -5.62997 -1.44174
79 H 1.84781 -4.14808 -1.32754
80 H 0.46385 -4.20519 -2.42645
81 H -1.47358 -5.65853 -0.56924
82 H -1.90891 -4.19225 -1.47793
83 H -2.14168 -4.24617 0.27518
84 H 0.36561 -5.59067 1.07865
85 H -0.07496 -4.03569 1.83651
86 H 1.51480 -4.23787 1.11718
87 H -0.45731 -2.13992 -1.38410

no.,DFT total energy (Eh)
1,-3859.3670
2,-2219.5748